(1)
ORCA calculation (ωB97M-V/def2-TZVPD) on C5H5N3 in the gas phase.

Each line ends with the natural charge from an NBO analysis.
CARTESIAN COORDINATES (ANGSTROEM)
C (-0.836, -0.113, 0.275)  -0.214
H (-1.341, -0.487, 1.326)  0.283
C (1.095, -1.171, -0.216)  -0.308
C (0.654, -0.092, 0.602)  0.158
H (-1.916, 1.774, -0.027)  0.209
C (-1.046, 1.240, -0.025)  0.000
H (0.140, -2.944, -1.295)  0.228
N (0.025, 1.993, -0.107)  -0.164
H (2.213, 1.552, 0.562)  0.429
N (-1.189, -1.273, -0.441)  -0.378
H (2.241, -1.337, -0.251)  0.224
N (1.091, 1.287, 0.517)  -0.479
C (-0.005, -1.965, -0.653)  0.012

Structure (SMILES)   C1=NNC2=CC=N[C@H]12

=====

(2)
ORCA calculation (ωB97M-V/def2-TZVPD) on a molecular structure, C5H5N3.

Each line ends with the natural charge from an NBO analysis.
CARTESIAN COORDINATES (ANGSTROEM)
N (-0.696, 1.456, 1.401)  -0.304
H (1.291, 1.934, -0.531)  0.407
C (0.512, -1.002, -0.971)  -0.272
H (0.283, -0.948, 1.089)  0.286
C (0.146, 0.817, 0.593)  0.362
H (1.737, 0.376, -1.984)  0.204
N (-1.906, 0.525, 1.495)  -0.229
C (1.224, 0.182, -0.995)  -0.006
H (0.349, -1.962, -1.643)  0.267
H (-2.291, -1.427, 0.548)  0.200
N (1.377, 1.039, 0.047)  -0.563
C (-1.671, -0.442, 0.752)  0.064
C (-0.356, -0.547, 0.200)  -0.416

=====

(3)
ORCA calculation (ωB97M-V/def2-TZVPD) on a molecular structure, C5H5N3.

Each line ends with the natural charge from an NBO analysis.
CARTESIAN COORDINATES (ANGSTROEM)
H (0.030, 2.469, -0.757)  0.275
N (1.874, -0.694, 0.178)  -0.288
C (0.982, 1.702, -0.101)  -0.472
H (-4.031, -0.015, 0.586)  0.254
C (-3.056, -0.235, 0.115)  -0.173
C (-1.696, -0.033, -0.148)  -0.050
N (0.803, 0.211, 0.057)  -0.215
H (2.124, 1.734, -0.637)  0.259
N (-0.227, -1.824, -0.241)  -0.426
C (1.136, -1.808, 0.092)  0.129
C (-0.314, -0.485, -0.147)  0.242
H (1.026, 2.016, 1.143)  0.237
H (1.349, -3.038, -0.139)  0.226

=====

For each record above, in turn, the calculated HOMO-LUMO gap values are 8.06, 9.65, 9.34 eV.
For each record above, in turn, the calculated max |F| values are 6.20, 9.56, 10.90 eV/A.